Entry 1:
Below is a gas-phase ion, C2H8N2 (charge +1) at a distorted geometry, with properties calculated with ωB97M-V/def2-TZVPD.

Computed properties:
E_LUMO (alpha / beta), eV: -3.3 / -9.9
Calculated total energy, eV: -5172.250
Spin multiplicity: 2
M, g mol⁻¹: 60.1
Total charge: +1
Relative energy (zero: lowest compared OMol25 entry of this formula, charge and spin), kcal/mol: 85.7
Highest occupied orbital energy (alpha / beta), eV: -16.7 / -14.8
Orbital gap (alpha / beta), eV: 13.4 / 4.9

Atoms and positions in Å:
N  1.259  -0.973  1.327
N  -1.445  1.027  -1.073
C  0.098  -0.782  0.208
C  -0.148  0.583  -0.370
H  0.023  1.369  0.431
H  0.930  0.870  -0.745
H  -2.154  0.332  -0.975
H  1.032  -0.443  2.165
H  0.390  -1.426  -0.704
H  -0.889  -1.015  0.851
H  -1.182  0.966  -2.037
H  2.086  -0.507  0.923

Atom-resolved charges from Löwdin, all expressed in e: 0.154, 0.219, -0.177, -0.240, 0.149, 0.165, 0.104, 0.099, 0.159, 0.164, 0.105, 0.098


Entry 2:
Below is a molecular structure, C6H12O2 at a distorted geometry, with properties calculated with ωB97M-V/def2-TZVPD.

Computed properties:
E_LUMO, eV: -2.7
Calculated total energy, eV: -10506.710
Spin multiplicity: 1
M, g mol⁻¹: 116.2
Total charge: 0
Relative energy (zero: lowest compared OMol25 entry of this formula, charge and spin), kcal/mol: 129.1
Highest occupied orbital energy, eV: -8.0
Orbital gap, eV: 5.3

Atoms and positions in Å:
O  -1.916  -0.143  -2.418
O  -0.495  1.665  -3.274
C  -1.047  -0.845  -1.627
C  0.397  0.375  1.985
C  0.074  0.107  -1.046
C  0.902  -0.603  1.174
C  0.491  0.185  3.471
C  1.006  -0.652  -0.213
H  -0.243  1.198  1.690
H  -0.327  -0.457  3.796
H  -0.361  0.872  -0.413
H  -1.563  -1.247  -0.750
H  1.436  -1.369  1.733
H  1.611  -1.469  -0.590
H  -1.198  0.747  -2.944
H  -0.586  1.814  -4.210
H  0.353  1.124  4.012
H  0.606  0.517  -1.914
H  -0.586  -1.605  -2.266
H  1.445  -0.215  3.804

Atom-resolved charges from Löwdin, all expressed in e: -0.181, -0.265, -0.314, -0.028, -0.150, -0.093, -0.074, 0.039, 0.123, 0.099, 0.113, 0.112, 0.115, 0.134, 0.001, -0.032, 0.081, 0.118, 0.118, 0.085